# 1
ORCA calculation (ωB97M-V with the def2-TZVPD basis set) on 8 unconnected molecules or ions with the total composition C5H23N2O7 at a distorted geometry.

```
37
C5H23N2O7 (ωB97M-V with the def2-TZVPD basis set)
C -3.59 0.16 -0.20
C -2.42 0.91 -0.81
C -1.33 1.14 0.19
C -0.50 2.29 0.29
N 0.54 1.95 1.24
C 0.37 0.65 1.64
N -0.73 0.11 1.00
H -3.36 -0.67 0.52
H -4.05 0.81 0.49
H -4.25 -0.21 -0.94
H -2.83 1.95 -1.02
H -2.11 0.43 -1.79
H -0.56 3.36 -0.08
H 1.01 2.69 1.82
H 1.08 0.09 2.34
H -1.07 -1.02 1.07
H 2.72 0.55 -0.37
H 2.14 -0.85 0.06
O 2.18 0.05 0.39
H -0.81 -3.38 1.12
H 0.24 -2.60 0.28
O -0.32 -2.46 1.05
H -1.08 0.27 -4.04
H -0.37 -0.22 -5.26
O -0.22 -0.05 -4.40
H -1.54 -0.09 4.05
H -2.03 1.29 3.48
O -2.01 0.29 3.30
H 4.11 0.74 3.10
H 3.17 1.19 1.95
O 3.31 1.18 2.93
H 4.71 0.44 -1.74
H 3.40 -0.14 -2.66
O 3.83 0.40 -1.95
H -0.04 -3.59 -2.54
H 1.64 -3.87 -2.48
O 0.79 -3.79 -2.03
```

- Largest force on an atom: 6.05 eV/A
- <S²>: 0.758
- DFT total energy: -839.76978 Eh
- Net charge: +2
- Highest occupied orbital energy (spin up / spin down): -0.623 / -0.623 Eh
- ΔE to the lowest compared entry with this formula, charge and spin: 1.717 eV
- Spin multiplicity: 2
- E_LUMO (spin up / spin down): -7.35 / -11.51 eV

# 2
ORCA calculation (ωB97M-V with the def2-TZVPD basis set) on 6 unconnected molecules or ions with the total composition C5H23NO5 at a distorted geometry.

```
34
C5H23NO5 (ωB97M-V with the def2-TZVPD basis set)
C 1.35 -2.19 2.82
C 1.35 -1.69 1.39
N 0.45 -0.53 1.22
C 2.12 1.25 1.76
C 0.71 0.68 1.98
C -0.33 1.72 1.59
H 0.41 -2.50 3.27
H 2.19 -2.88 2.99
H 1.66 -1.36 3.47
H 1.11 -2.35 0.56
H 2.29 -1.24 1.10
H -0.52 -0.78 1.17
H 2.18 2.14 2.37
H 2.40 1.28 0.71
H 2.82 0.53 2.20
H 0.64 0.45 3.05
H -0.10 2.61 2.19
H -1.32 1.43 1.88
H -0.38 2.01 0.55
H 1.14 -0.01 -2.65
H 2.33 -0.74 -3.42
O 1.42 -0.43 -3.48
H 0.29 -1.81 -2.32
H 0.22 -1.11 -0.89
O 0.34 -1.94 -1.38
H -3.74 1.75 -0.24
H -3.47 1.00 -1.49
O -3.44 0.88 -0.52
H -2.43 -2.13 -2.23
H -2.77 -0.84 -1.52
O -2.45 -1.17 -2.37
H -0.93 2.53 -1.96
H -0.09 3.12 -0.62
O -0.59 3.25 -1.42
```

- Largest force on an atom: 2.30 eV/A
- <S²>: 0.751
- DFT total energy: -635.18351 Eh
- Net charge: -1
- Highest occupied orbital energy (spin up / spin down): 0.025 / -0.220 Eh
- ΔE to the lowest compared entry with this formula, charge and spin: 0.000 eV
- Spin multiplicity: 2
- E_LUMO (spin up / spin down): 3.15 / 2.99 eV

# 3
ORCA calculation (ωB97M-V with the def2-TZVPD basis set) on 7 unconnected molecules or ions with the total composition C5H23NO7 at a distorted geometry.

```
36
C5H23NO7 (ωB97M-V with the def2-TZVPD basis set)
C 0.31 -1.40 -2.31
N -0.91 -1.34 -1.98
C -1.59 -0.07 -1.98
C -2.13 0.29 -0.57
C -1.33 1.26 0.35
C -0.17 2.01 -0.23
O 0.47 2.84 0.73
H 0.75 -2.39 -2.15
H 0.99 -0.59 -2.61
H -2.47 -0.14 -2.61
H -1.04 0.78 -2.40
H -2.33 -0.59 0.03
H -3.04 0.84 -0.82
H -0.97 0.66 1.19
H -2.05 1.91 0.86
H -0.24 2.51 -1.21
H 0.58 1.26 -0.52
H -0.16 3.43 1.16
O 1.56 2.32 2.60
H 1.69 2.87 1.82
H 0.65 2.44 2.87
O 2.18 0.57 -1.46
H 2.32 -0.27 -0.96
H 3.00 0.62 -1.96
O -0.86 -1.73 2.04
H -0.13 -1.15 2.33
H -1.01 -2.30 2.80
O -2.39 -3.71 -0.13
H -2.60 -3.41 0.76
H -1.83 -3.00 -0.46
O 3.00 -1.57 -0.13
H 2.87 -1.32 0.81
H 2.38 -2.27 -0.36
O 1.52 -0.17 1.58
H 1.70 0.57 2.19
H 1.25 0.23 0.75
```

- Largest force on an atom: 2.94 eV/A
- DFT total energy: -785.66237 Eh
- Highest occupied orbital energy: -0.355 Eh
- ΔE to the lowest compared entry with this formula, charge and spin: 2.985 eV
- SMILES: C=NCCCCO.O.O.O.O.O.O
- E_LUMO: 0.29 eV

# 4
ORCA calculation (ωB97M-V with the def2-TZVPD basis set) on 7 unconnected molecules or ions with the total composition C5H23NO8 at a distorted geometry.

```
37
C5H23NO8 (ωB97M-V with the def2-TZVPD basis set)
N 2.13 0.95 -0.17
C 1.07 0.05 0.33
C 0.83 0.31 1.81
O 1.28 1.20 2.50
C 1.37 -1.43 0.12
C 1.45 -1.80 -1.38
C 0.11 -1.78 -2.12
O -1.05 -1.63 -1.26
H 2.48 1.59 0.53
H 2.94 0.38 -0.38
H 0.15 0.31 -0.18
H 0.21 -0.41 2.35
H 2.34 -1.64 0.59
H 0.79 -2.07 0.78
H 2.16 -1.10 -1.79
H 1.89 -2.80 -1.34
H -0.09 -2.69 -2.67
H 0.05 -0.85 -2.67
H -1.03 -2.10 -0.41
O -2.02 2.46 0.35
H -1.71 1.76 -0.23
H -1.40 3.18 0.29
O 2.59 3.48 2.04
H 2.09 2.65 2.20
H 2.07 4.25 2.21
O -3.56 -0.55 -0.99
H -3.70 0.32 -1.37
H -2.78 -0.88 -1.47
O 0.04 2.20 -1.61
H 0.19 2.56 -2.50
H 0.96 2.01 -1.34
O -1.50 -2.77 1.23
H -2.17 -3.39 1.52
H -1.68 -1.84 1.49
O -1.82 -0.10 1.32
H -2.45 0.46 1.77
H -2.22 -0.27 0.45
```

- Largest force on an atom: 1.69 eV/A
- DFT total energy: -860.96970 Eh
- Highest occupied orbital energy: -0.361 Eh
- ΔE to the lowest compared entry with this formula, charge and spin: 1.856 eV
- SMILES: N[C@H](C=O)CCCO.O.O.O.O.O.O
- E_LUMO: 0.44 eV

# 5
ORCA calculation (ωB97M-V with the def2-TZVPD basis set) on 7 unconnected molecules or ions with the total composition C5H23NO8 at a distorted geometry.

```
37
C5H23NO8 (ωB97M-V with the def2-TZVPD basis set)
N -2.45 0.59 1.80
C -1.20 0.05 1.88
O -0.22 0.79 1.89
C -1.12 -1.45 2.05
C 0.25 -2.05 2.24
C 1.14 -2.34 1.03
C 0.45 -3.22 -0.01
O -0.42 -2.44 -0.81
H -3.19 0.06 2.23
H -2.63 1.55 1.58
H -1.51 -1.86 1.10
H -1.87 -1.70 2.80
H 0.76 -1.32 2.92
H 0.30 -2.92 2.90
H 1.97 -2.94 1.45
H 1.55 -1.37 0.67
H -0.18 -3.96 0.50
H 1.24 -3.70 -0.60
H 0.16 -1.83 -1.39
O -1.15 3.26 1.85
H -0.59 2.45 1.78
H -0.55 4.02 1.93
O 1.37 -0.95 -1.80
H 1.34 -0.14 -1.25
H 1.14 -0.62 -2.70
O 1.25 1.70 -0.84
H 1.47 1.03 -0.19
H 0.36 2.04 -0.58
O 0.84 0.29 -4.24
H 1.06 1.17 -3.83
H -0.06 0.35 -4.54
O -1.30 2.56 -0.93
H -1.93 1.91 -0.61
H -1.21 3.18 -0.17
O 1.30 2.56 -2.88
H 1.48 2.35 -1.96
H 2.12 2.90 -3.26
```

- Largest force on an atom: 3.53 eV/A
- DFT total energy: -860.98866 Eh
- Highest occupied orbital energy: -0.340 Eh
- ΔE to the lowest compared entry with this formula, charge and spin: 1.340 eV
- SMILES: NC(=O)CCCCO.O.O.O.O.O.O
- E_LUMO: 0.37 eV

# 6
ORCA calculation (ωB97M-V with the def2-TZVPD basis set) on 7 unconnected molecules or ions with the total composition C5H24NO7 at a distorted geometry.

```
37
C5H24NO7 (ωB97M-V with the def2-TZVPD basis set)
C -2.03 0.09 -0.89
O -2.20 -0.73 0.24
C -0.73 0.93 -0.67
C 0.17 1.30 -1.83
C 1.63 1.25 -1.42
C 2.01 2.05 -0.12
N 1.42 3.41 -0.13
H -1.86 -0.58 -1.73
H -2.93 0.69 -0.89
H -1.13 1.77 -0.11
H -0.14 0.36 0.04
H 0.04 0.49 -2.56
H -0.05 2.11 -2.55
H 2.35 1.66 -2.15
H 1.97 0.24 -1.16
H 1.67 1.39 0.69
H 3.07 2.05 0.10
H 0.58 3.41 0.43
H 1.19 3.76 -1.05
H 2.63 -1.76 1.54
H 1.02 -1.39 1.72
O 2.00 -1.29 2.07
H -1.47 -3.10 -1.77
H 0.12 -3.22 -1.62
O -0.65 -3.38 -2.19
H 1.17 -1.96 -0.40
H 2.51 -2.72 -0.23
O 1.79 -2.60 -0.85
H -2.22 -0.96 2.72
H -0.71 -0.60 2.87
O -1.59 -0.45 3.22
H -1.37 -1.21 0.67
H -0.29 -2.91 0.95
O -0.13 -1.97 0.87
H -2.84 0.72 1.54
H -2.17 1.52 2.66
O -2.84 1.60 1.98
```

- Largest force on an atom: 2.78 eV/A
- DFT total energy: -786.36694 Eh
- Net charge: -1
- Highest occupied orbital energy: -0.219 Eh
- ΔE to the lowest compared entry with this formula, charge and spin: 1.918 eV
- E_LUMO: 3.26 eV